This record from OMol25 describes 8 unconnected molecules or ions with the total composition C19H39N5O9S3 in a non-equilibrium geometry. The level of theory is ωB97M-V with the def2-TZVPD basis set.

Summary:
Highest occupied orbital energy (alpha / beta) (Ha): -0.467 / -0.467
Multiplicity: 2
Electronic energy (eV): -78704.3665
Charge: +1
E_LUMO (alpha / beta) (hartree): -0.1006 / -0.3769

XYZ file:
```
75
Properties=species:S:1:pos:R:3:lowdin_charge:R:1
C -22.1027 -3.1199 6.8136 -0.0890
C -22.1446 -2.0374 5.8442 -0.2722
N -22.1934 -1.2022 5.0097 0.1181
H -23.0593 -3.2424 7.3217 0.0759
H -21.3959 -2.7918 7.5757 0.0589
H -21.7895 -4.0741 6.3898 0.0701
C -19.4352 -9.7236 5.5006 -0.0492
C -19.8010 -9.4056 6.9042 -0.2448
N -20.0766 -9.1121 7.9962 0.1425
H -19.4717 -10.7998 5.3320 0.0879
H -18.4150 -9.3734 5.3433 0.0868
H -20.1039 -9.1242 4.8827 0.0643
C -21.4330 -6.8772 10.5832 -0.0522
C -21.1837 -5.4707 10.2458 -0.2392
N -21.0291 -4.3541 9.9967 0.1599
H -21.1874 -7.0596 11.6293 0.0508
H -20.9226 -7.6080 9.9558 0.0553
H -22.4666 -7.0651 10.2926 0.0598
C -22.7419 -6.6589 15.8261 -0.0410
C -23.0931 -6.9567 14.4481 -0.2743
N -23.3845 -7.1611 13.3415 0.1715
H -21.8008 -6.1097 15.7975 0.0442
H -22.5960 -7.6207 16.3178 0.0997
H -23.5997 -6.1050 16.2074 0.1015
C -19.8244 -8.4578 14.5486 -0.0709
C -19.2974 -8.2055 15.9046 -0.2540
N -18.8868 -8.0161 16.9842 0.1321
H -19.9792 -9.5068 14.2962 0.0943
H -19.1108 -8.1275 13.7938 0.0791
H -20.7965 -7.9968 14.3737 0.0331
O -21.9312 -6.6834 7.2780 -0.3142
S -23.0137 -7.3840 6.6263 0.6392
O -23.9698 -6.5954 5.8253 -0.2937
O -22.4503 -8.6370 5.7504 -0.2866
C -23.3361 -9.2833 4.8333 -0.2727
C -22.5552 -10.2385 3.9518 -0.0611
C -23.7992 -8.3079 7.9944 -0.0934
H -23.7859 -8.4962 4.2281 0.1157
H -24.2032 -9.7936 5.2526 0.1218
H -21.9204 -10.8702 4.5731 0.0740
H -21.8666 -9.7207 3.2841 0.0796
H -23.2654 -10.6835 3.2549 0.0918
H -23.0035 -8.9921 8.2889 0.0622
H -24.6216 -8.8088 7.4837 0.0620
H -24.1766 -7.6064 8.7384 0.0578
O -17.4192 -4.8975 13.7042 -0.1892
S -18.8410 -4.4882 13.6521 0.7481
O -19.8840 -5.4813 13.5074 -0.2468
O -19.0304 -3.6199 15.0515 -0.0648
C -20.1412 -3.9471 15.8589 -0.1791
C -20.2195 -2.8478 16.9234 0.0060
C -19.0071 -3.0140 12.5133 -0.0384
H -19.9282 -4.9359 16.2652 0.1693
H -21.0798 -3.9483 15.3047 0.1366
H -19.3103 -2.2733 17.1007 0.1044
H -20.5935 -3.1569 17.8995 0.1039
H -20.9314 -2.1101 16.5531 0.1010
H -19.0147 -3.2779 11.4558 0.0746
H -18.3144 -2.2089 12.7585 0.0913
H -19.9955 -2.6300 12.7657 0.0418
O -24.0583 -0.3267 13.2413 -0.2705
S -23.4044 -1.5776 12.8695 0.7173
O -22.6406 -2.3929 13.8416 -0.3613
O -24.5938 -2.6360 12.3250 -0.2690
C -24.2582 -4.0218 12.0828 -0.2945
C -24.8443 -4.4963 10.7780 -0.0565
C -22.4073 -1.3460 11.2937 -0.0757
H -24.6709 -4.5487 12.9431 0.1073
H -23.1853 -4.2118 12.1109 0.0855
H -25.9305 -4.4212 10.7273 0.0875
H -24.7478 -5.5648 10.5852 0.0673
H -24.3424 -3.9263 9.9962 0.0723
H -22.9947 -1.4436 10.3807 0.0756
H -21.5765 -2.0516 11.3017 0.0105
H -22.0550 -0.3244 11.4358 0.0642
```